Record 1
A structure of composition C24H58NiP2Si4. Source: the Open Molecules 2025 dataset; level of theory: ωB97M-V/def2-TZVPD.

The geometry in ORCA input format:
```
! RIJCOSX wB97M-V def2-TZVPD def2/J DEFGRID3
* xyz 0 3
P 0.03 2.94 -0.65
P -0.55 -0.91 0.04
C -0.82 1.52 -1.46
C -1.57 0.40 -0.76
H -0.11 1.03 -2.15
H -1.54 2.02 -2.14
H -2.32 0.76 -0.05
H -2.16 -0.14 -1.52
C 0.56 -1.62 -1.23
H 1.29 -2.30 -0.78
H 1.11 -0.83 -1.78
H -0.04 -2.20 -1.95
C -1.78 -2.25 0.12
H -1.84 -2.69 -0.88
H -2.76 -1.84 0.38
H -1.51 -3.03 0.84
C 1.23 3.13 -1.99
H 1.98 3.89 -1.75
H 0.72 3.41 -2.92
H 1.71 2.16 -2.18
C -1.04 4.37 -0.62
H -2.08 4.10 -0.39
H -1.04 4.88 -1.59
H -0.67 5.08 0.13
Ni -0.45 0.33 -4.86
C -1.61 -1.02 -4.94
C -0.24 -1.43 -5.14
C 0.67 -1.06 -6.28
C 0.77 0.45 -6.71
C 0.36 1.61 -5.82
C -0.94 1.99 -5.40
C -2.27 1.44 -5.82
C -2.51 -0.11 -5.77
C 0.87 2.63 0.86
H -2.13 -1.55 -4.15
H 0.14 -2.21 -4.48
H 0.40 -1.63 -7.19
H 1.68 -1.40 -5.99
H 1.84 0.62 -6.89
H 0.29 0.53 -7.69
H 1.18 2.28 -5.54
H -1.03 2.95 -4.89
H -2.59 1.79 -6.81
H -3.04 1.91 -5.20
H -3.49 -0.19 -5.30
H -2.66 -0.46 -6.80
H 0.17 2.76 1.69
H 1.70 3.36 0.96
H 1.28 1.61 0.90
C -2.40 1.11 2.95
Si -1.67 -0.53 3.54
C -1.49 -0.47 5.42
C -2.88 -1.95 3.26
Si 0.37 -0.76 2.43
Si 1.77 0.63 3.85
C 1.96 -0.10 5.58
C 3.50 0.77 3.10
C 1.09 2.35 4.17
Si 1.56 -2.79 2.52
C 2.25 -3.24 4.22
C 0.50 -4.26 2.00
C 3.06 -2.56 1.39
H -3.40 1.21 3.39
H -2.50 1.17 1.87
H -1.81 1.98 3.28
H -2.50 -0.58 5.85
H -0.88 -1.30 5.80
H -1.07 0.47 5.79
H -3.51 -1.81 2.37
H -2.38 -2.93 3.18
H -3.54 -1.99 4.14
H 2.47 -1.07 5.61
H 2.59 0.63 6.13
H 1.01 -0.19 6.12
H 3.48 1.29 2.13
H 4.09 1.37 3.80
H 3.99 -0.20 2.97
H 1.24 3.04 3.33
H 0.02 2.35 4.43
H 1.64 2.75 5.03
H 1.54 -3.04 5.03
H 2.46 -4.33 4.22
H 3.19 -2.72 4.44
H 0.33 -4.31 0.92
H 1.04 -5.18 2.30
H -0.48 -4.27 2.51
H 2.85 -1.98 0.48
H 3.88 -2.07 1.92
H 3.41 -3.56 1.08
*
```

Output
Lowest unoccupied orbital energy (alpha / beta)   -0.203 / -0.224 eV
HOMO-LUMO gap (alpha / beta)   2.96 / 5.20 eV
HOMO energy (alpha / beta)   -0.11615 / -0.19945 hartree

Record 2
A structure of composition C24H58P2PtSi4Te. Source: the Open Molecules 2025 dataset; level of theory: ωB97M-V/def2-TZVPD.

The geometry in ORCA input format:
```
! RIJCOSX wB97M-V def2-TZVPD def2/J DEFGRID3
* xyz 2 5
P 2.51 4.58 -0.28
P 4.25 2.09 -2.93
C 4.12 4.42 -1.16
C 4.19 3.90 -2.62
H 4.82 3.87 -0.51
H 4.49 5.46 -1.17
H 3.40 4.34 -3.25
H 5.14 4.27 -3.04
C 5.93 1.57 -2.47
H 5.94 0.48 -2.32
H 6.26 2.04 -1.53
H 6.64 1.82 -3.27
C 4.28 1.97 -4.74
H 5.29 2.24 -5.08
H 3.55 2.66 -5.18
H 4.05 0.94 -5.05
C 2.93 5.61 1.14
H 2.09 5.65 1.85
H 3.13 6.63 0.78
H 3.82 5.23 1.65
C 1.50 5.64 -1.32
H 1.53 5.36 -2.38
H 1.89 6.67 -1.22
H 0.45 5.64 -0.99
Pt -1.11 1.64 -0.04
C 3.18 0.67 -2.43
C 3.57 0.22 -1.08
C 3.85 1.12 0.04
C 2.67 1.80 0.81
C 1.85 2.98 0.25
C 0.71 2.70 -0.79
C 1.25 2.43 -2.17
C 1.62 1.00 -2.59
C -2.12 2.27 1.58
H 3.38 -0.12 -3.15
H 3.35 -0.82 -0.81
H 4.64 1.86 -0.20
H 4.30 0.45 0.80
H 1.95 1.04 1.16
H 3.14 2.20 1.73
H 1.29 3.33 1.15
H 0.05 3.61 -0.86
H 2.16 3.04 -2.27
H 0.56 2.87 -2.92
H 0.98 0.27 -2.07
H 1.39 0.92 -3.67
H -3.19 2.34 1.31
H -1.70 3.28 1.80
H -1.96 1.61 2.45
C -4.53 -2.18 -1.60
Si -3.71 -3.59 -0.67
C -5.03 -4.79 -0.06
C -2.55 -4.52 -1.83
Si -2.43 -2.60 1.03
Te -0.80 -0.89 0.05
Si -3.93 -1.65 2.55
C -5.22 -2.86 3.21
C -2.91 -0.97 3.98
C -4.81 -0.25 1.65
Si -1.51 -4.45 2.18
C -2.77 -5.67 2.89
C -0.38 -5.41 1.02
C -0.48 -3.77 3.61
H -4.83 -2.55 -2.59
H -3.84 -1.33 -1.74
H -5.43 -1.81 -1.08
H -5.53 -5.21 -0.95
H -4.63 -5.63 0.51
H -5.81 -4.30 0.55
H -1.65 -3.94 -2.05
H -2.25 -5.50 -1.43
H -3.09 -4.69 -2.77
H -4.79 -3.70 3.75
H -5.86 -2.30 3.91
H -5.87 -3.26 2.42
H -2.00 -0.47 3.64
H -3.53 -0.24 4.52
H -2.63 -1.76 4.69
H -4.11 0.47 1.22
H -5.46 -0.63 0.84
H -5.44 0.27 2.39
H -3.50 -6.02 2.16
H -2.22 -6.55 3.25
H -3.32 -5.25 3.75
H 0.27 -4.74 0.44
H 0.25 -6.07 1.62
H -0.94 -6.04 0.31
H 0.11 -2.90 3.30
H -1.09 -3.49 4.47
H 0.22 -4.56 3.93
*
```

Output
Lowest unoccupied orbital energy (alpha / beta)   -4.884 / -6.798 eV
HOMO-LUMO gap (alpha / beta)   6.50 / 5.48 eV
Relative energy (zero: lowest compared OMol25 entry of this formula, charge and spin)   0.0 kJ/mol
HOMO energy (alpha / beta)   -0.41839 / -0.45130 hartree